26
Properties=species:S:1:pos:R:3:forces:R:3:mulliken_charge:R:1 method="wB97M-V/def2-TZVPD" orbital_gap_ev="9.0789 / 4.1175" e_tot_ha=-817.27073 de_lowest_kcal_mol=242.8 e_lumo_ha="-0.032 / -0.110" charge=0 e_homo_ha="-0.365 / -0.262"
C 2.91884 1.45303 0.91587 -0.570 -0.434 -0.294 -1.707
C 1.70569 0.51634 0.78458 -0.557 -0.025 -1.778 1.640
C 0.33575 1.20769 0.79583 0.118 -0.898 -0.740 -0.856
C -0.80427 0.62706 0.35946 1.144 1.928 0.057 -0.527
C -1.19997 -0.65075 -0.29502 0.125 -1.209 -0.621 0.918
C 0.98356 -1.60592 0.22057 -1.384 -1.085 -1.799 -0.583
C 1.72629 -0.49239 -0.45086 0.809 0.480 1.287 -0.120
O 1.32502 0.03356 -1.67812 -0.981 -1.317 0.410 -0.627
O 0.83913 -1.53148 1.50066 0.396 0.814 0.746 -0.276
O 1.79802 -0.32855 1.88611 0.342 -0.902 1.121 -0.383
C -2.16581 -1.40267 0.58351 0.207 -0.069 -0.246 -1.388
O -1.02472 -1.02096 -1.47505 -0.472 0.883 1.283 -0.691
O -4.25787 0.13403 -2.28388 4.044 2.758 -0.131 -0.269
N -3.38767 1.06078 -2.39235 -6.060 0.813 -0.871 0.589
O -3.67519 2.23424 -2.68646 2.038 -3.579 1.017 -0.334
H 2.95376 2.22972 0.13159 -0.106 -0.523 0.247 0.339
H 2.85203 1.93604 1.89302 0.242 0.000 -0.073 0.446
H 3.78289 0.78417 0.85488 0.131 0.490 0.103 0.390
H 0.36609 2.22213 1.20772 -0.511 -0.415 -0.014 0.385
H -1.68177 1.23933 0.52397 -0.360 0.034 0.017 0.455
H 0.70546 -2.54268 -0.30372 0.671 0.348 0.701 0.495
H 2.69887 -0.99553 -0.56428 0.535 0.703 -0.025 0.451
H 0.46670 -0.48056 -1.84192 0.681 1.256 -0.375 0.525
H -1.86741 -1.40238 1.63856 0.023 -0.043 -0.309 0.358
H -3.07888 -0.81729 0.49414 -0.407 -0.159 0.116 0.409
H -2.31453 -2.40698 0.18121 -0.097 0.150 0.173 0.359

=====

14
Properties=species:S:1:pos:R:3:forces:R:3:mulliken_charge:R:1 method="wB97M-V/def2-TZVPD" orbital_gap_ev=9.2207 e_tot_ha=-212.51310 de_lowest_kcal_mol=23.9 e_lumo_ha=0.040 smiles="C=C(C)NC" charge=0 e_homo_ha=-0.298
C -0.56157 -1.56228 -0.76574 0.495 -0.087 -0.040 -0.948
C -0.11571 -0.57050 0.00950 0.026 0.297 0.511 0.448
C -0.00886 -0.67708 1.52655 0.321 0.710 0.108 -1.054
N 0.46504 0.56280 -0.56250 0.925 0.331 -0.594 -0.193
C 0.15093 1.95203 -0.36536 -0.553 -0.077 1.084 -0.854
H -0.69023 -2.56628 -0.39123 -0.363 0.005 0.237 0.280
H -0.61183 -1.44145 -1.83993 0.020 0.093 -0.001 0.313
H -0.95914 -0.71682 2.05790 -0.039 -0.758 -0.169 0.298
H 0.70371 -1.47535 1.74695 -0.552 -0.326 0.255 0.307
H 0.46231 0.19600 1.99414 0.061 0.149 -0.561 0.306
H 1.18713 0.39190 -1.23507 -0.250 -0.196 -0.291 0.249
H 0.08340 2.20951 0.69952 -0.326 -0.236 0.079 0.265
H 0.95018 2.61907 -0.67869 0.025 -0.242 -0.607 0.330
H -0.80888 2.19859 -0.83610 0.211 0.338 -0.012 0.254

=====

130
Properties=species:S:1:pos:R:3:forces:R:3:lowdin_spin:R:1 method="wB97M-V/def2-TZVPD" orbital_gap_ev="7.9008 / 7.2637" e_tot_ha=-2438.88578 e_lumo_ha="-0.114 / -0.138" s2=0.76 charge=+1 multiplicity=2 e_homo_ha="-0.405 / -0.405"
Rb -4.15067 -0.63033 -2.19488 -0.004 0.330 0.383 0.002
C 0.78564 -0.29790 -2.77677 -1.273 0.995 -0.140 0.007
C 0.10622 -0.31178 -1.39138 0.732 -1.197 0.447 0.021
C 1.38765 -0.61040 -0.43977 -1.081 -0.253 1.424 -0.001
C 1.23950 -0.15825 1.02810 -0.475 0.597 -0.971 0.000
C 0.72419 1.27367 1.00266 -0.260 -0.461 -0.196 0.002
C -0.68031 1.47961 0.25992 1.737 2.147 2.749 0.029
N -0.65502 0.94896 -1.09738 -3.038 1.196 -3.008 0.435
O -1.75085 1.35238 -2.01923 4.487 -2.188 3.928 0.448
C -0.86333 3.07180 0.37181 -0.813 -1.045 -1.648 0.008
C -1.70615 0.77650 1.16905 -0.844 -0.547 -1.364 0.023
C -0.90814 -1.53950 -1.27723 1.656 0.502 -1.007 0.021
H 1.28128 -1.24111 -3.00651 -0.127 0.050 0.143 0.000
H 1.49778 0.52625 -2.81838 0.200 -0.169 0.080 0.000
H 0.04578 -0.05490 -3.53944 -0.060 -0.278 -0.189 -0.001
H 2.35946 -0.29344 -0.81822 -0.408 0.562 -0.453 0.000
H 1.49075 -1.69035 -0.33409 -0.184 -0.261 -0.699 0.000
H 2.18829 -0.17257 1.56448 0.095 -0.206 -0.115 0.000
H 0.55338 -0.83222 1.54103 -0.038 0.021 0.155 0.000
H 1.51836 1.89546 0.58941 -0.169 0.179 -0.428 0.000
H 0.63541 1.62107 2.03199 -0.450 0.187 -0.002 0.000
H -1.84810 3.27228 -0.05025 -0.170 0.316 0.279 -0.001
H -0.18041 3.65119 -0.24950 0.304 -0.456 -0.189 0.000
H -0.76692 3.50723 1.36640 -0.149 -0.700 0.210 0.000
H -1.90260 1.26601 2.12293 0.487 -0.115 -0.061 0.002
H -1.44290 -0.27909 1.23630 0.247 0.063 0.738 0.000
H -2.67916 0.69614 0.68439 -0.230 0.468 -0.204 0.001
H -1.51056 -1.57605 -2.18490 -0.461 0.371 0.155 0.001
H -1.46530 -1.64246 -0.34606 0.040 0.159 -0.136 0.000
H -0.27096 -2.40675 -1.45041 -0.031 -0.253 0.470 0.001
C -1.34150 -5.20535 0.10753 -0.208 0.342 0.382 0.000
C -1.27584 -4.75234 1.54045 -1.204 -0.173 0.500 0.000
O -2.26176 -4.89910 2.23556 0.827 0.274 0.327 0.000
C -0.01682 -4.01166 1.96217 0.120 -1.001 0.157 0.000
H -2.38748 -5.25828 -0.19448 0.045 0.160 -0.010 0.000
H -0.96775 -6.22558 0.02066 0.556 0.197 -0.280 0.000
H -0.79974 -4.41897 -0.41803 0.088 -0.656 -0.742 0.000
H -0.25763 -3.10410 2.51574 0.043 0.316 -0.588 0.000
H 0.61648 -3.98146 1.07554 0.096 0.980 0.143 0.000
H 0.59630 -4.56487 2.67361 -0.300 -0.463 0.174 0.000
C 6.68936 -3.58903 0.91453 -0.721 -0.015 -0.023 0.000
C 5.37672 -3.09669 1.48625 0.350 0.895 0.973 0.000
O 5.35640 -2.62110 2.60539 -0.547 -0.107 -0.611 0.000
C 4.12098 -3.28015 0.63837 0.823 -0.632 -0.092 0.000
H 6.78897 -3.13237 -0.07017 0.371 -0.217 -0.096 0.000
H 6.60163 -4.67167 0.82339 0.171 -0.102 -0.307 0.000
H 7.52290 -3.35952 1.57833 -0.200 0.127 -0.127 0.000
H 3.91698 -4.33471 0.82381 -0.577 -0.162 0.036 0.000
H 4.35964 -3.25455 -0.42487 -0.015 0.277 -0.010 0.000
H 3.25806 -2.65638 0.87159 0.298 -0.021 0.281 0.000
C -4.42755 -2.82894 2.10216 -0.354 0.872 -1.347 0.000
C -5.15001 -1.47154 1.98578 0.984 -1.849 1.250 0.000
O -5.11336 -0.81417 0.95859 -0.283 -0.152 0.394 0.000
C -5.79708 -1.07537 3.30090 -0.331 2.163 -1.784 0.000
H -5.11920 -3.63291 2.35386 -0.011 0.095 0.199 0.000
H -3.61738 -2.80629 2.83099 -0.134 0.050 0.028 0.000
H -4.03771 -3.01703 1.10178 0.303 -0.357 0.098 0.000
H -5.85408 0.00161 3.14285 0.072 0.382 0.699 0.000
H -5.23146 -1.27412 4.21121 -0.279 -0.402 -0.292 0.000
H -6.85948 -1.31824 3.28028 0.104 -0.714 0.372 0.000
C 0.21084 6.77389 0.21386 -0.214 -2.304 -0.460 0.000
C 0.08788 8.03276 -0.53800 1.459 3.801 1.816 0.000
O 0.86967 8.97518 -0.32055 -0.926 -1.930 -0.564 0.000
C -1.08880 8.30442 -1.39163 -1.042 -0.406 -0.947 0.000
H 0.41495 6.73156 1.28374 0.084 0.921 -0.103 0.000
H 1.00555 6.19098 -0.25171 0.343 -0.004 -0.047 0.000
H -0.66739 6.15233 0.03930 -0.216 0.003 0.093 0.000
H -0.87104 8.14248 -2.44730 0.253 -0.033 -0.108 0.000
H -1.41756 9.34056 -1.31139 0.248 -0.055 0.173 0.000
H -1.92974 7.64333 -1.18212 -0.026 -0.006 0.155 0.000
C 1.51523 -4.83731 -5.44968 0.166 0.567 -0.178 0.000
C 0.62983 -5.55059 -4.50709 -1.564 -2.885 0.308 0.000
O -0.01746 -6.54777 -4.87238 1.326 2.248 1.055 0.000
C 0.51699 -4.97828 -3.08948 -0.192 -0.038 -0.371 0.000
H 2.00210 -3.98806 -4.97028 0.018 0.087 -0.136 0.000
H 0.83023 -4.49429 -6.22507 0.301 0.204 -0.352 0.000
H 2.27729 -5.48032 -5.89002 -0.211 -0.104 -0.007 0.000
H -0.14147 -5.52503 -2.41451 0.070 -0.219 -0.380 0.000
H 0.11494 -3.97208 -3.20792 -0.032 0.248 0.043 0.000
H 1.49679 -4.86845 -2.62470 0.147 -0.053 -0.084 0.000
C 2.15101 -0.09787 5.01395 -0.520 0.480 -0.059 0.000
C 3.03840 1.02854 4.59990 2.317 2.256 -0.569 0.000
O 2.87652 2.19874 4.92532 -0.832 -1.352 0.094 0.000
C 4.27742 0.77093 3.72185 -0.007 -1.066 -0.507 0.000
H 1.78736 -0.60821 4.12209 0.050 -0.201 -0.023 0.000
H 1.31093 0.38303 5.51504 -0.062 -0.309 0.190 0.000
H 2.64435 -0.81889 5.66577 0.080 0.068 -0.077 0.000
H 4.05512 0.04298 2.94160 -0.140 -0.274 -0.039 0.000
H 5.11846 0.31458 4.24387 -0.239 -0.189 0.519 0.000
H 4.74153 1.60958 3.20285 -0.678 0.533 0.413 0.000
C -3.54204 5.39002 2.36429 -0.277 1.037 -1.000 0.000
C -4.70008 5.86719 1.39986 0.181 0.082 1.270 0.000
O -4.75942 5.57718 0.24453 0.884 -0.931 -1.304 0.000
C -5.79709 6.75331 1.89425 -0.691 0.252 1.497 0.000
H -2.71577 5.05751 1.73593 -0.148 -0.268 -0.003 0.000
H -3.74931 4.66080 3.14748 -0.532 -0.086 -0.303 0.000
H -3.18111 6.27998 2.87984 -0.046 0.136 0.116 0.000
H -6.71904 6.17185 1.89583 -0.025 -0.260 -0.040 0.000
H -6.04319 7.61721 1.27682 0.548 -0.114 -0.227 0.000
H -5.66857 7.07630 2.92733 0.130 0.130 -0.003 0.000
C -0.93465 -0.25965 -9.07699 0.268 -0.191 0.054 0.000
C -0.54623 -1.22601 -8.02878 -1.121 -1.959 0.231 0.000
O -0.41509 -2.42062 -8.23626 0.128 0.560 -0.235 0.000
C -0.35276 -0.72806 -6.64568 0.879 0.237 0.533 0.000
H -1.58667 0.49790 -8.64214 0.096 0.159 -0.330 0.000
H -1.36750 -0.78434 -9.92871 0.084 0.254 0.045 0.000
H 0.04738 0.14891 -9.31533 -0.162 0.613 -0.542 0.000
H 0.39778 0.06051 -6.69980 0.090 0.189 0.296 0.000
H 0.04641 -1.57025 -6.08045 -0.085 0.195 0.235 0.000
H -1.23311 -0.30196 -6.16451 -0.141 -0.059 -0.223 0.000
C -2.07299 -0.26989 5.69446 0.186 -0.728 0.006 0.000
C -2.62083 0.91706 5.03824 -0.787 2.744 -0.195 0.000
O -3.79773 1.04835 4.79360 -0.345 -0.489 -0.302 0.000
C -1.70877 2.14807 4.78830 0.066 -0.739 0.628 0.000
H -1.51161 0.06036 6.56847 0.310 -0.362 -0.111 0.000
H -1.46006 -0.76278 4.93982 0.559 -0.166 0.304 0.000
H -2.86006 -0.96845 5.97841 -0.017 0.187 0.044 0.000
H -1.16853 2.36534 5.70974 0.307 -0.165 0.019 0.000
H -2.26593 3.06232 4.58381 -0.250 -0.405 -0.370 0.000
H -0.97367 1.93206 4.01302 0.101 0.125 -0.004 0.000
C 5.46171 0.02348 -1.40497 0.196 0.213 -0.650 0.000
C 4.63447 -0.26804 -2.64194 0.552 1.289 0.583 0.000
O 4.45369 0.66514 -3.40904 -0.565 -1.590 0.147 0.000
C 4.16795 -1.69286 -2.86287 -0.981 -0.520 -1.903 0.000
H 6.27475 -0.70250 -1.40304 -0.063 -0.163 0.638 0.000
H 4.86199 0.06209 -0.49560 0.106 -0.491 0.126 0.000
H 5.90521 1.00980 -1.54130 -0.063 -0.034 0.039 0.000
H 3.84228 -1.74279 -3.90188 0.223 0.175 -0.393 0.000
H 3.23700 -2.03976 -2.41444 0.117 0.537 0.937 0.000
H 4.86075 -2.53059 -2.78328 0.520 0.496 0.489 0.000

=====

27
Properties=species:S:1:pos:R:3:forces:R:3:mulliken_charge:R:1 method="wB97M-V/def2-TZVPD" orbital_gap_ev="6.8971 / 6.8965" e_tot_ha=-1034.92241 de_lowest_kcal_mol=148.7 e_lumo_ha="-0.019 / -0.019" smiles="CCC#[PH]C=P#CC(C)(C)C" charge=0 e_homo_ha="-0.272 / -0.272"
C 2.56229 -1.75087 -0.36195 0.497 0.625 0.851 -0.960
C 1.70757 -1.35213 -1.58874 -0.497 -0.190 2.231 -0.413
C 0.25713 -1.42963 -1.18742 -1.310 -0.567 1.608 -0.101
P -0.46669 -2.84593 -0.56929 -0.460 4.217 0.346 0.000
C -2.07355 -2.70999 0.06229 0.697 -3.430 -1.888 -0.308
P -2.71113 -1.30512 0.72969 -0.120 0.302 0.192 -0.309
C -1.37097 -0.35908 0.61063 1.259 1.494 -0.799 -0.804
C -1.04797 1.10916 0.78582 -0.156 -1.150 2.220 2.449
C -1.77433 2.06699 -0.11173 -2.330 0.940 2.625 -1.701
C 0.39971 1.32396 0.69694 0.848 4.914 1.041 -1.684
C -1.38257 1.48751 2.26725 -1.614 0.021 -0.105 -1.576
H 3.65425 -1.48183 -0.48466 -1.139 -0.476 0.076 0.296
H 2.42207 -2.79988 -0.05627 0.258 0.275 -0.356 0.351
H 2.15932 -1.15317 0.50668 0.611 -0.571 -0.831 0.251
H 1.86407 -1.95794 -2.44690 0.290 -0.747 -0.826 0.402
H 2.03183 -0.36414 -1.80210 -0.132 1.083 -0.583 0.256
H -0.10167 -3.92959 -1.25877 -0.025 -1.782 -0.697 0.065
H -2.62122 -3.59607 -0.31943 -0.268 0.708 0.814 0.330
H -1.54581 3.16888 0.12214 -0.239 -1.718 -0.625 0.336
H -1.53859 1.71227 -1.03305 0.727 -0.115 -3.288 0.574
H -2.87520 1.83744 0.00515 0.928 0.747 -0.058 0.367
H 0.56624 1.80293 -0.25677 0.952 -0.660 -0.669 0.376
H 0.98025 0.48835 0.96622 0.882 -0.612 0.202 0.247
H 0.56591 2.31452 1.42250 0.347 -2.638 -1.568 0.337
H -1.32918 2.60325 2.33121 0.042 -0.857 -0.011 0.467
H -0.73137 1.05775 3.07095 -0.758 0.026 -0.911 0.297
H -2.46595 1.21825 2.32013 0.709 0.160 1.011 0.455